# CH4IN2

2 unconnected molecules or ions with the total composition CH4IN2 at a distorted geometry (wB97M-V/def2-TZVPD, the Open Molecules 2025 dataset).

```
8
Properties=species:S:1:pos:R:3:nbo_charge:R:1
C 1.10 -0.53 -0.38 0.75
N 1.24 0.71 -0.44 -0.75
N 0.82 -1.64 -0.46 -0.46
I -2.75 0.47 1.20 -0.15
H -4.15 1.32 0.96 0.15
H 0.71 1.26 0.27 0.48
H 1.95 1.07 -1.00 0.46
H 1.08 -2.64 -0.15 0.51
```

Summary:
Gap between HOMO and LUMO = 8.94 eV
Charge = +1

---

# CH4IN2O

A gas-phase ion, CH4IN2O (charge +1) at a distorted geometry (wB97M-V/def2-TZVPD, the Open Molecules 2025 dataset).

```
9
Properties=species:S:1:pos:R:3:nbo_charge:R:1
N 0.60 1.47 -0.03 -0.79
C -0.13 0.37 0.11 0.46
I -2.71 0.32 0.17 0.21
N 0.41 -0.82 0.16 -0.22
O -0.22 -1.98 0.01 -0.51
H 1.49 1.54 -0.54 0.44
H 0.33 2.26 0.54 0.44
H 1.34 -1.09 0.00 0.43
H -1.10 -2.07 -0.41 0.53
```

Summary:
Gap between HOMO and LUMO = 7.97 eV
Charge = +1
SMILES = N/C(I)=[NH+]/O

---

# CH4IN2O

2 unconnected molecules or ions with the total composition CH4IN2O at a distorted geometry (wB97M-V/def2-TZVPD, the Open Molecules 2025 dataset).

```
9
Properties=species:S:1:pos:R:3:nbo_charge:R:1
C 1.26 -0.52 0.12 0.75
N 2.42 -0.93 -0.15 -0.77
N 0.23 -0.17 0.51 -0.44
O -2.95 0.59 0.00 -0.92
I -2.18 2.37 -0.40 0.45
H 3.22 -0.30 -0.10 0.47
H 2.61 -1.90 -0.39 0.47
H -0.70 0.22 0.40 0.49
H -3.91 0.65 0.01 0.51
```

Summary:
Gap between HOMO and LUMO = 8.82 eV
Charge = +1

---

# CH4IN2S

A gas-phase ion, CH4IN2S (charge +1) at a distorted geometry (wB97M-V/def2-TZVPD, the Open Molecules 2025 dataset).

```
9
Properties=species:S:1:pos:R:3:nbo_charge:R:1
C -0.23 0.16 0.08 0.53
N -0.34 -1.04 0.61 -0.71
N -0.92 0.82 -0.83 -0.74
S 1.56 1.24 0.47 -0.03
I 3.14 -0.42 -0.08 0.21
H -1.08 -1.61 0.47 0.41
H 0.19 -1.31 1.33 0.43
H -1.91 0.58 -0.85 0.44
H -0.41 1.59 -1.19 0.46
```

Summary:
Gap between HOMO and LUMO = 8.42 eV
Charge = +1

---

Q: The highest gap between HOMO and LUMO belongs to which entry?
A: CH4IN2